No. 1
ORCA calculation (ωB97M-V/def2-TZVPD) on a single C5H7F6PS2 molecule at a distorted geometry.

Computed properties:
HOMO-LUMO gap: 8.5 eV
LUMO level: -0.050 Eh
HOMO level: -9.867 eV
Energy above the lowest of the compared OMol25 structures with the same formula, charge and spin: 0.0 kJ/mol

```
! RIJCOSX wB97M-V def2-TZVPD def2/J DEFGRID3
* xyz 0 1
C 1.880 -1.167 0.905
C 2.981 0.542 -0.642
C 1.733 0.062 0.076
C -2.190 1.520 -0.385
C -2.785 -1.217 -0.206
F -1.181 2.379 -0.617
F -3.051 2.040 0.512
F -2.844 1.379 -1.531
F -3.061 -1.322 -1.501
F -2.689 -2.386 0.439
F -3.870 -0.620 0.322
P -1.312 -0.027 0.354
S -1.271 0.217 2.282
S 0.423 -0.191 -1.287
H 2.114 -1.896 0.083
H 2.741 -0.890 1.611
H 0.935 -1.386 1.403
H 2.966 1.603 -0.843
H 3.129 0.128 -1.622
H 3.819 0.327 -0.082
H 1.532 0.906 0.729
*
```

Löwdin atomic charge list, values in e, 6 entries: number 1, C, carries -0.16; number 2, C, carries -0.14; number 3, C, carries -0.78; number 4, C, carries -0.79; number 5, C, carries -0.73; number 6, F, carries 0.06


No. 2
ORCA calculation (ωB97M-V/def2-TZVPD) on 2 unconnected molecules or ions with the total composition C5H10N4 at a distorted geometry.

Computed properties:
HOMO-LUMO gap: 9.2 eV
LUMO level: 0.029 Eh
HOMO level: -8.433 eV
Energy above the lowest of the compared OMol25 structures with the same formula, charge and spin: 786.8 kJ/mol

```
! RIJCOSX wB97M-V def2-TZVPD def2/J DEFGRID3
* xyz 0 1
C -2.440 0.109 0.801
C -0.662 1.370 -0.491
C 0.804 1.373 -0.745
C 1.782 -0.103 0.625
C -0.897 -1.195 -0.698
H -2.556 -0.497 2.232
H -2.200 1.230 1.264
H -3.410 -0.254 0.187
H -0.642 1.771 0.656
H -1.307 1.870 -1.182
H 1.032 2.391 -0.833
H 0.952 0.585 -1.609
H 2.772 -0.448 1.120
H 1.886 -1.997 0.115
H -1.647 -1.599 -1.464
N -1.115 -0.031 0.035
N 1.549 1.185 0.516
N 1.257 -1.330 0.369
N 0.251 -1.592 -0.555
*
```

Löwdin atomic charge list, values in e, 6 entries: number 1, C, carries -0.12; number 2, C, carries -0.16; number 3, C, carries -0.27; number 4, C, carries -0.24; number 5, C, carries -0.25; number 6, H, carries 0.16


No. 3
ORCA calculation (ωB97M-V/def2-TZVPD) on a single C5H11N molecule at a distorted geometry.

Computed properties:
HOMO-LUMO gap: 8.1 eV
LUMO level: 0.016 Eh
HOMO level: -7.672 eV
Energy above the lowest of the compared OMol25 structures with the same formula, charge and spin: 401.9 kJ/mol

```
! RIJCOSX wB97M-V def2-TZVPD def2/J DEFGRID3
* xyz 0 1
C 0.516 2.390 1.221
C 0.595 1.019 0.673
C -0.184 0.742 -0.612
C 0.126 -0.338 -1.347
N -0.696 -1.562 -1.413
C -0.480 -2.557 -0.237
H 1.068 3.160 0.619
H 0.772 2.414 2.319
H -0.576 2.744 1.107
H 1.639 0.863 0.551
H 0.253 0.291 1.478
H -1.221 1.055 -0.742
H 1.001 -0.376 -2.042
H -1.710 -1.216 -1.433
H 0.177 -3.263 -0.693
H 0.128 -2.254 0.513
H -1.409 -3.113 0.037
*
```

Löwdin atomic charge list, values in e, 6 entries: number 1, C, carries -0.16; number 2, C, carries -0.30; number 3, C, carries -0.12; number 4, C, carries -0.18; number 5, N, carries -0.12; number 6, C, carries -0.08


No. 4
ORCA calculation (ωB97M-V/def2-TZVPD) on 2 unconnected molecules or ions with the total composition CH6N3 at a distorted geometry.

Computed properties:
HOMO-LUMO gap (alpha / beta): 9.4 / 8.9 eV
LUMO level (alpha / beta): -0.201 / -0.173 Eh
HOMO level (alpha / beta): -14.881 / -13.605 eV
Energy above the lowest of the compared OMol25 structures with the same formula, charge and spin: 707.9 kJ/mol

```
! RIJCOSX wB97M-V def2-TZVPD def2/J DEFGRID3
* xyz 1 1
C 0.277 -0.092 -0.462
N -0.458 0.266 0.412
N 2.498 -0.141 0.317
N -1.921 -0.066 0.223
H 0.824 -0.466 -1.328
H 2.838 0.034 -0.636
H 2.709 0.665 0.904
H -2.225 -1.102 0.270
H -2.252 0.306 -0.655
H -2.289 0.595 0.957
*
```

Löwdin atomic charge list, values in e, 6 entries: number 1, C, carries 0.06; number 2, N, carries 0.02; number 3, N, carries 0.10; number 4, N, carries 0.16; number 5, H, carries 0.11; number 6, H, carries 0.00


No. 5
ORCA calculation (ωB97M-V/def2-TZVPD) on a molecular structure, C26H45CrN3P2 at a distorted geometry.

Computed properties:
HOMO-LUMO gap (alpha / beta): 5.9 / 6.7 eV
LUMO level (alpha / beta): -0.175 / -0.145 Eh
HOMO level (alpha / beta): -10.619 / -10.632 eV
⟨S²⟩: 4.0596

```
! RIJCOSX wB97M-V def2-TZVPD def2/J DEFGRID3
* xyz 1 4
Cr -0.749 -0.030 -0.693
C -2.305 1.761 -0.045
C -2.792 0.899 -1.086
C -2.406 -0.369 0.834
C -2.160 1.005 1.150
C -2.852 -0.448 -0.541
C -2.048 3.226 -0.185
H -1.677 3.476 -1.194
H -1.262 3.539 0.520
H -2.963 3.810 0.011
C -1.875 1.545 2.494
H -1.288 2.469 2.436
H -1.322 0.819 3.096
H -2.822 1.764 3.006
C -2.399 -1.534 1.752
H -3.431 -1.903 1.829
H -2.042 -1.232 2.743
H -1.758 -2.354 1.378
C -3.247 -1.701 -1.250
H -4.256 -1.638 -1.695
H -3.191 -2.554 -0.552
H -2.513 -1.919 -2.044
C -3.435 1.335 -2.345
H -4.488 1.624 -2.140
H -3.421 0.530 -3.085
H -2.921 2.206 -2.774
C 1.262 0.260 -2.062
C 0.193 1.150 -2.268
C -0.336 1.369 -3.700
C -1.069 0.198 -4.409
C -0.968 -1.188 -3.819
C 0.184 -1.883 -3.699
C 1.538 -1.356 -4.083
C 2.120 -0.223 -3.177
H 0.488 1.688 -4.373
H -0.717 0.191 -5.459
H -1.026 2.228 -3.668
H 2.352 0.630 -3.848
H 1.605 0.048 -1.028
H 0.223 2.102 -1.678
H 3.093 -0.547 -2.770
H 2.234 -2.205 -4.096
H 0.135 -2.967 -3.529
H 1.547 -0.986 -5.121
H -2.147 0.428 -4.491
H -1.933 -1.722 -3.779
P 2.069 2.407 0.075
C 1.682 2.962 1.782
H 2.436 3.694 2.111
H 1.678 2.105 2.470
H 0.683 3.410 1.809
C 3.555 1.403 0.425
H 4.309 2.041 0.910
H 3.954 0.999 -0.511
H 3.312 0.564 1.090
C 2.824 3.862 -0.750
H 3.013 3.624 -1.810
H 3.781 4.117 -0.254
H 2.147 4.737 -0.738
P 1.123 -2.752 -0.477
C 0.026 -4.095 -1.036
H 0.636 -4.924 -1.388
H -0.642 -3.752 -1.829
H -0.591 -4.431 -0.192
C 2.766 -3.000 -1.279
H 2.772 -2.798 -2.356
H 3.073 -4.036 -1.086
H 3.485 -2.321 -0.799
C 1.652 -3.500 1.133
H 2.086 -4.485 0.906
H 0.795 -3.610 1.809
H 2.404 -2.868 1.627
N 0.602 -0.183 0.921
C 0.805 -0.538 2.045
N 1.258 -0.979 3.145
C 0.880 -0.550 4.351
N 0.580 -0.218 5.441
*
```

Löwdin atomic charge list, values in e, 6 entries: number 1, Cr, carries 0.72; number 2, C, carries -0.20; number 3, C, carries -0.25; number 4, C, carries -0.26; number 5, C, carries -0.19; number 6, C, carries -0.27


No. 6
ORCA calculation (ωB97M-V/def2-TZVPD) on a single C3H8N2OS molecule at a distorted geometry.

Computed properties:
HOMO-LUMO gap: 8.9 eV
LUMO level: 0.031 Eh
HOMO level: -8.022 eV
Energy above the lowest of the compared OMol25 structures with the same formula, charge and spin: 248.9 kJ/mol

```
! RIJCOSX wB97M-V def2-TZVPD def2/J DEFGRID3
* xyz 0 1
C -0.166 2.144 0.948
C -0.093 -0.221 0.180
C 0.257 -1.182 -2.330
H -0.800 2.488 0.098
H -0.498 2.724 1.834
H 0.854 2.449 0.624
H -0.256 0.388 2.104
H 1.156 -1.656 -1.893
H 0.382 -0.853 -3.399
H -0.606 -1.832 -2.199
H 0.052 -2.490 2.051
N -0.278 0.728 1.159
N 0.021 -1.490 0.463
O -0.043 -1.566 1.848
S 0.018 0.368 -1.489
*
```

Löwdin atomic charge list, values in e, 6 entries: number 1, C, carries -0.15; number 2, C, carries -0.66; number 3, C, carries -0.43; number 4, H, carries 0.07; number 5, H, carries 0.09; number 6, H, carries 0.08


No. 7
ORCA calculation (ωB97M-V/def2-TZVPD) on 14 unconnected molecules or ions with the total composition H27O14 at a distorted geometry.

Computed properties:
HOMO-LUMO gap: 9.9 eV
LUMO level: 0.097 Eh
HOMO level: -7.306 eV
Energy above the lowest of the compared OMol25 structures with the same formula, charge and spin: 206.1 kJ/mol

```
! RIJCOSX wB97M-V def2-TZVPD def2/J DEFGRID3
* xyz -1 1
O 2.766 -1.475 4.370
H 3.247 -1.836 3.576
O 0.544 -1.051 2.511
H -0.226 -1.555 2.212
H 0.828 -0.697 1.635
O -1.353 1.471 -1.267
H 0.540 0.398 0.163
H -3.643 -0.309 -0.555
O -3.738 0.356 -1.238
H -2.933 -1.432 -2.607
H -2.954 0.944 -1.191
O -1.015 0.121 4.215
H -0.736 -1.990 -0.748
H -1.438 0.334 3.385
O 3.305 0.511 0.741
H 3.742 0.469 -0.109
H 2.420 0.870 0.762
O 1.041 -0.256 -2.429
H 1.071 -1.038 -2.985
H 0.624 -0.557 -1.532
O 0.094 -0.409 -0.112
H -0.595 1.005 -0.822
H -0.110 -0.203 4.017
O -2.708 -2.273 -3.023
H -3.031 -2.994 -2.477
H -1.366 1.034 -2.128
O -0.885 4.127 -2.988
H -0.892 3.371 -2.365
H 0.078 4.139 -3.149
O -1.437 2.471 1.965
H -1.763 2.343 2.867
H -1.193 1.535 1.849
O -1.081 -2.891 -0.789
H -1.402 -3.071 -1.680
H 1.908 -1.483 3.913
O 1.846 2.369 -1.205
H 1.571 1.434 -1.311
H 1.323 2.762 -1.909
O 2.807 -2.328 -0.143
H 2.824 -1.575 0.456
H 1.922 -2.641 0.125
*
```

Löwdin atomic charge list, values in e, 6 entries: number 1, O, carries -0.10; number 2, H, carries 0.05; number 3, O, carries -0.09; number 4, H, carries 0.07; number 5, H, carries 0.02; number 6, O, carries -0.09


No. 8
ORCA calculation (ωB97M-V/def2-TZVPD) on a single C7H9N3O molecule at a distorted geometry.

Computed properties:
HOMO-LUMO gap: 9.1 eV
LUMO level: -0.003 Eh
HOMO level: -9.130 eV
Energy above the lowest of the compared OMol25 structures with the same formula, charge and spin: 319.6 kJ/mol

```
! RIJCOSX wB97M-V def2-TZVPD def2/J DEFGRID3
* xyz 0 1
N -0.836 2.333 -1.398
N -1.822 1.579 -1.949
N 0.045 0.564 -0.070
O 1.123 2.664 -0.052
C 0.169 1.793 -0.572
C -1.676 0.279 -1.646
C -0.846 -0.286 -0.600
C 1.726 2.464 1.232
C -0.599 -2.367 1.024
C 0.673 -2.232 0.176
C -0.669 -1.767 -0.379
H -2.248 -0.385 -2.350
H 1.961 1.432 1.362
H 1.054 2.754 2.070
H 2.630 3.012 1.335
H -0.789 -1.619 1.825
H -1.167 -3.357 1.056
H 1.117 -3.182 -0.167
H 1.394 -1.393 0.278
H -1.242 -2.287 -1.176
*
```

Löwdin atomic charge list, values in e, 6 entries: number 1, N, carries 0.07; number 2, N, carries 0.04; number 3, N, carries 0.17; number 4, O, carries -0.07; number 5, C, carries -0.32; number 6, C, carries -0.10